The following is a DFT calculation (ωB97M-V/def2-TZVPD) of an isolated ion of composition C4H4NO2 and charge -1 in a non-equilibrium geometry.

Last column: natural (NBO) charge in e.
CARTESIAN COORDINATES (ANGSTROEM)
C  -1.540  -0.453  -0.356  -0.692
C  -0.581  0.624  -0.092  0.227
N  -0.067  1.661  -0.522  -0.346
C  0.604  0.725  0.662  -0.276
C  1.725  -0.268  0.065  0.743
O  1.480  -0.885  -0.975  -0.773
O  2.750  -0.339  0.810  -0.791
H  -1.936  -0.790  0.591  0.214
H  -0.825  -1.287  -0.666  0.292
H  -2.370  -0.215  -1.133  0.205
H  0.761  1.228  1.616  0.196

charge = -1
HOMO energy = -0.14333 hartree
LUMO energy = 4.05 eV
SMILES = CC1=N[C@@H]1C(=O)[O-]
HOMO-LUMO gap = 7.9466 eV